# 1
{"formula": "C18H37N3", "method": "ωB97M-V/def2-TZVPD", "elements": ["C", "C", "H", "C", "H", "C", "H", "H", "C", "H", "C", "H", "H", "C", "N", "H", "C", "H", "C", "N", "C", "C", "N", "H", "C", "C", "H", "H", "H", "H", "H", "H", "H", "H", "H", "H", "H", "C", "H", "C", "H", "H", "C", "H", "C", "H", "C", "H", "H", "H", "H", "H", "H", "H", "H", "H", "H", "H"], "coordinates": [[-0.709197, 0.463938, -5.865984], [-0.271239, -0.609444, -5.015742], [-0.899298, -0.691627, -4.206138], [1.178806, -0.514569, -4.389915], [1.449170, 0.691681, -4.047823], [1.359399, -1.438492, -3.068884], [2.317278, -1.481472, -2.834538], [1.260982, -2.456641, -3.374224], [0.814266, -1.045426, -1.806468], [-0.369495, -0.932404, -2.092273], [1.313573, 0.068280, -1.258875], [1.658034, 0.880405, -1.989054], [2.140321, 0.276719, -0.661874], [0.219363, 0.908867, -0.413207], [-0.212570, 0.269167, 0.741549], [-0.919939, -0.665411, 0.417354], [0.519487, -0.107206, 1.718781], [1.308433, -0.937497, 1.387973], [0.013491, -0.924174, 2.766841], [0.783585, -1.453584, 3.902031], [0.529164, -2.487523, 4.682960], [-0.692940, -2.406616, 5.783284], [-0.057443, -1.361847, 6.587637], [-0.841567, -1.189521, 7.406052], [0.554484, -0.034380, 5.880386], [1.312118, -0.320616, 4.734861], [1.456713, 0.740285, 4.299307], [2.308363, -0.809239, 5.235568], [0.573327, 0.661178, 6.700315], [-0.712530, 0.460497, 5.414772], [-0.746385, -3.197820, 6.225677], [-1.437682, -1.798061, 5.245562], [0.082104, -3.318206, 3.894738], [1.296997, -2.802108, 5.188317], [-0.662248, -1.709436, 2.552451], [-0.767828, -0.358509, 3.189660], [1.323046, 0.752029, 2.044954], [-1.208371, 1.401592, -1.175931], [-1.410589, 0.695924, -1.747353], [-0.648979, 2.550007, -1.985937], [0.114302, 2.535426, -2.656301], [-0.632710, 3.404324, -1.335838], [-1.766909, 3.051846, -2.988190], [-2.762755, 3.284484, -2.485470], [-1.817354, 1.941375, -4.079206], [-2.130558, 1.117116, -3.823995], [-0.827616, 1.952266, -5.188311], [0.082290, 2.193865, -4.692698], [-0.686512, 2.611078, -5.944938], [-2.818333, 2.109556, -4.634108], [-1.416716, 3.987656, -3.612655], [-1.679235, 1.851896, -0.468821], [0.835058, 1.883176, -0.099703], [0.710294, -1.819137, -1.169725], [1.719526, -0.816056, -5.252088], [-0.523472, -1.774182, -5.473166], [0.148298, 0.631924, -6.567408], [-1.630553, 0.215192, -6.206375]], "forces_ev_per_a": [[3.8, 4.2, 0.3], [1.4, -4.2, 1.3], [-1.9, 0.0, 2.2], [-1.5, 2.2, 2.1], [-0.8, -3.5, -1.3], [-0.7, 0.1, -4.9], [5.2, 0.2, 0.2], [-1.2, -0.9, -0.1], [-7.1, -2.7, -3.8], [2.1, 0.3, 1.0], [-0.3, 10.2, 1.5], [-0.9, -1.1, 0.0], [1.9, -1.7, 1.6], [0.5, 2.2, -1.1], [-8.8, -2.3, -4.1], [2.4, 3.6, 1.1], [11.5, -2.5, 2.4], [0.1, 1.3, -0.3], [-3.5, -1.0, 4.7], [3.0, 7.4, -2.5], [-9.2, -5.4, -3.1], [4.6, 12.5, -7.8], [-0.8, 1.3, 4.0], [3.0, 0.6, -2.5], [-10.9, -1.8, 2.6], [4.6, -0.7, -0.3], [0.4, -2.2, -0.3], [-1.4, 1.5, -1.5], [1.5, 0.3, -0.1], [3.2, -0.9, 0.7], [-1.6, -8.9, 5.0], [-1.1, -1.6, 0.0], [1.5, 1.2, 1.9], [4.6, -2.0, 2.7], [-0.2, -1.5, -1.7], [-1.4, 1.6, 1.2], [-2.2, -1.6, -0.3], [11.0, 3.6, 0.8], [-3.2, -6.4, -4.5], [-5.3, 2.8, 0.0], [3.0, -0.9, -1.0], [1.2, 0.4, 0.6], [0.8, 0.1, -1.5], [1.2, -0.5, -0.7], [-2.6, 10.1, -4.5], [-1.7, -9.1, 3.6], [1.7, -4.7, 2.2], [1.6, -0.5, 0.5], [-1.4, 2.5, -2.4], [0.8, 0.5, 0.4], [-0.7, -1.4, 1.6], [-4.0, 1.6, 4.3], [-1.5, -1.7, -0.4], [0.2, -3.0, 2.2], [1.7, -0.2, -0.1], [1.3, 3.2, 0.7], [-1.3, -0.3, -0.5], [-2.6, -0.4, -2.0]], "relative_energy_kj_mol": 1677.7, "total_energy_ha": -871.6776, "orbital_gap_ha": 0.3092}

# 2
{"formula": "C2HClN2O2", "method": "ωB97M-V/def2-TZVPD", "elements": ["C", "C", "N", "N", "O", "O", "Cl", "H"], "coordinates": [[1.088997, 1.078653, 0.718641], [1.008042, -0.252859, 0.580101], [-1.963038, -0.781846, -1.967472], [-1.694063, -0.347279, -0.966660], [1.207866, 2.175799, 1.191669], [-1.395804, 0.125891, 0.007606], [0.912385, -1.030721, -0.973384], [0.835612, -0.967641, 1.409497]], "forces_ev_per_a": [[0.7, 1.0, 3.1], [0.6, 0.6, -0.2], [-0.1, 0.1, 0.7], [-2.2, -2.2, -5.8], [-0.5, -3.2, -2.3], [0.3, 2.3, 4.8], [0.9, 0.1, 0.1], [0.2, 1.2, -0.4]], "smiles": "N#[N+][O-].O=C=CCl", "relative_energy_kj_mol": 359.4, "total_energy_ha": -796.8591, "orbital_gap_ha": 0.3180}

# 3
{"formula": "C28H50AsCrN2O4PS2Si3", "method": "ωB97M-V/def2-TZVPD", "elements": ["Cr", "C", "C", "N", "N", "C", "S", "S", "C", "C", "C", "C", "C", "C", "C", "C", "C", "C", "C", "C", "C", "O", "H", "H", "H", "H", "H", "H", "H", "H", "H", "H", "H", "H", "H", "H", "C", "Si", "C", "C", "As", "Si", "C", "C", "C", "Si", "C", "C", "C", "H", "H", "H", "H", "H", "H", "H", "H", "H", "H", "H", "H", "H", "H", "H", "H", "H", "H", "H", "H", "H", "H", "H", "H", "H", "H", "H", "C", "O", "P", "O", "C", "O", "C", "H", "H", "H", "H", "H", "H", "H", "H", "H"], "coordinates": [[0.208138, -0.491582, -1.495791], [3.027692, 2.737070, -0.518681], [1.792968, 2.018228, -0.996541], [1.696878, 0.716347, -0.854202], [2.767843, 0.134374, -0.188716], [2.739443, -1.142169, -0.038739], [1.493560, -2.210201, -0.597826], [4.066721, -1.963639, 0.764987], [5.309690, -0.643887, 0.990466], [5.325562, -0.001802, 2.351493], [6.537536, 0.225823, 2.994925], [6.574125, 0.843139, 4.237504], [5.396561, 1.244880, 4.847803], [4.183641, 1.024092, 4.210414], [4.149545, 0.396441, 2.975268], [0.743411, 2.820552, -1.600959], [0.867602, 4.224691, -1.583213], [-0.054530, 5.066568, -2.159449], [-1.163363, 4.524399, -2.808606], [-1.331168, 3.161008, -2.843329], [-0.421015, 2.280043, -2.223924], [-0.695315, 1.009933, -2.252190], [3.808765, 2.024255, -0.293574], [2.815128, 3.304929, 0.389668], [3.384039, 3.425106, -1.283729], [5.080945, 0.083640, 0.213196], [6.270010, -1.108852, 0.773351], [7.458041, -0.087737, 2.515804], [7.525246, 1.007504, 4.727803], [5.421084, 1.719683, 5.820387], [3.257423, 1.337458, 4.677029], [3.203981, 0.206136, 2.489428], [1.712322, 4.673081, -1.079969], [0.088209, 6.137664, -2.111923], [-1.896434, 5.171099, -3.274173], [-2.192462, 2.719011, -3.329663], [-4.791711, 0.577556, 1.691970], [-3.435513, 0.744993, 0.377809], [-2.858742, 2.545968, 0.461353], [-4.154802, 0.366604, -1.330739], [-1.497304, -0.626558, 0.488606], [-0.642006, 0.051492, 2.601451], [-1.929077, 0.500047, 3.921282], [0.430014, -1.335773, 3.312047], [0.345197, 1.628024, 2.244372], [-2.337891, -2.808289, 0.938462], [-2.871328, -3.503351, -0.734887], [-1.028155, -3.973971, 1.643573], [-3.812157, -2.822041, 2.129480], [-5.610433, 1.261008, 1.456469], [-4.415031, 0.836414, 2.682336], [-5.201968, -0.430436, 1.743328], [-3.670983, 3.233722, 0.216771], [-2.049074, 2.725456, -0.245827], [-2.498806, 2.796394, 1.461851], [-4.876996, 1.118454, -1.655824], [-4.653331, -0.605562, -1.340362], [-3.339781, 0.334395, -2.058304], [-2.711802, -0.256839, 4.001784], [-2.402194, 1.457612, 3.694268], [-1.446768, 0.587019, 4.897201], [-0.193255, -2.071227, 3.824016], [1.162024, -0.966435, 4.031630], [0.973106, -1.853465, 2.517253], [-0.239023, 2.304253, 1.615063], [1.259224, 1.391792, 1.699758], [0.628819, 2.167672, 3.150637], [-1.987799, -3.688869, -1.348391], [-3.502485, -2.798757, -1.279431], [-3.415107, -4.445204, -0.634596], [-0.057656, -3.805575, 1.175503], [-1.315799, -5.010189, 1.450864], [-0.909800, -3.854213, 2.720722], [-4.712280, -2.431116, 1.653770], [-3.606970, -2.218213, 3.015989], [-4.023220, -3.842354, 2.456180], [-2.452789, -2.942042, -4.639668], [-1.973824, -2.157876, -3.544176], [-0.452808, -1.668318, -3.422085], [0.304081, -3.031433, -3.828606], [1.722301, -3.062025, -4.027957], [-0.188289, -0.906736, -4.840549], [-0.698886, 0.393617, -5.131832], [-3.471469, -3.226278, -4.387549], [-1.843732, -3.834774, -4.768742], [-2.445965, -2.362096, -5.562544], [1.931560, -3.913773, -4.671784], [2.238823, -3.188281, -3.078432], [2.064107, -2.149682, -4.518116], [-0.717084, 0.486045, -6.216660], [-0.058665, 1.170172, -4.714517], [-1.708318, 0.525757, -4.738548]], "forces_ev_per_a": [[-0.2, 0.3, 0.2], [0.1, -0.1, -0.1], [0.3, -0.6, 0.3], [0.3, 0.8, 0.0], [0.5, -0.1, 0.4], [-0.3, 0.3, -0.3], [0.3, -0.6, 0.2], [0.2, 0.0, 0.1], [-0.3, -0.2, 0.0], [0.1, 0.0, 0.0], [-0.1, 0.0, 0.0], [0.0, 0.0, 0.0], [0.0, 0.0, 0.1], [0.0, 0.0, 0.0], [0.0, 0.1, 0.1], [-0.5, 0.2, -0.3], [0.0, 0.0, 0.1], [0.0, 0.1, 0.0], [0.1, -0.1, 0.0], [-0.1, 0.1, -0.1], [0.3, 0.1, 0.1], [-0.2, 0.2, -0.2], [0.0, 0.0, 0.0], [0.0, 0.0, 0.0], [-0.1, 0.0, 0.0], [0.1, 0.1, 0.0], [0.0, 0.0, 0.0], [0.0, 0.0, 0.0], [0.0, 0.0, 0.0], [0.0, 0.0, 0.0], [0.0, 0.0, 0.0], [-0.1, 0.0, -0.1], [0.0, 0.0, 0.0], [0.0, 0.0, 0.0], [0.0, 0.0, 0.0], [0.0, 0.0, 0.0], [0.4, -0.3, -0.1], [-0.4, 0.5, -0.3], [0.1, -0.4, 0.0], [0.2, 0.0, 0.2], [-0.7, -0.1, 1.1], [0.3, 0.2, 0.4], [0.0, -0.1, -0.4], [-0.1, 0.2, -0.3], [0.0, -0.3, -0.1], [-0.3, -0.6, 0.0], [0.1, 0.2, 0.2], [0.0, 0.3, -0.1], [0.2, 0.2, -0.2], [0.0, 0.1, -0.1], [0.0, 0.0, 0.0], [0.0, 0.1, 0.0], [-0.1, -0.1, 0.0], [0.0, 0.1, 0.0], [0.0, 0.0, 0.0], [0.0, 0.0, 0.1], [0.0, 0.0, 0.0], [0.0, 0.0, 0.0], [0.0, 0.0, 0.0], [0.0, 0.0, 0.0], [0.1, 0.0, 0.0], [0.0, 0.0, 0.0], [0.0, 0.1, 0.0], [0.0, 0.0, 0.0], [0.0, 0.0, 0.0], [0.1, 0.0, 0.0], [-0.1, -0.1, 0.1], [0.0, 0.0, 0.0], [0.0, 0.0, 0.0], [0.0, 0.0, 0.1], [0.0, 0.0, 0.0], [-0.1, 0.0, 0.0], [0.0, 0.0, 0.0], [0.0, 0.0, 0.0], [0.0, 0.0, 0.0], [0.1, 0.0, 0.0], [0.0, -0.1, -0.1], [0.2, 0.2, 0.3], [-0.2, -0.8, -1.7], [-0.1, 0.0, 0.3], [0.1, 0.0, -0.1], [0.0, -0.1, 0.3], [0.0, 0.2, 0.0], [0.0, 0.0, 0.0], [0.0, 0.0, 0.0], [0.0, 0.0, 0.0], [0.0, 0.0, 0.0], [-0.1, 0.0, 0.0], [0.0, 0.0, 0.0], [0.0, 0.0, 0.0], [0.0, -0.1, 0.0], [0.0, 0.0, 0.0]], "s2": 6.027, "total_energy_ha": -6794.0855, "orbital_gap_ha": [0.2594, 0.2810], "spin_multiplicity": 5}